[1]
Entry from the OMol25 dataset: the ion C8H13N5O with charge +2 (ωB97M-V with the def2-TZVPD basis set).

Structure (XYZ):
```
27
Properties=species:S:1:pos:R:3:forces:R:3
C 4.084 0.894 -0.123 -0.23 -0.38 0.16
C 2.317 -0.338 -0.026 -0.05 1.44 -0.25
C 1.874 1.095 -0.281 1.05 -1.39 0.43
C 1.544 -1.542 -0.011 0.41 -0.05 0.08
C -0.769 -0.617 0.494 0.76 -0.63 -0.24
C -0.456 -0.103 1.827 0.29 0.45 0.63
C -2.352 1.084 -0.174 -0.19 1.43 -0.25
C -2.512 -1.111 -1.235 -0.38 -0.58 -0.89
N 3.626 -0.321 0.094 0.99 -1.30 0.20
N 0.704 1.481 -0.303 -1.09 0.94 -0.26
N 0.051 -1.305 -0.223 -1.02 0.29 -0.02
N 3.094 1.772 -0.309 -0.39 1.00 -0.37
N -2.135 -0.387 0.002 -0.20 -0.42 0.18
O 1.909 -2.668 -0.015 -0.19 -0.12 0.12
H 5.134 1.136 -0.139 0.05 0.18 -0.02
H -1.260 -0.305 2.541 -0.06 -0.15 -0.11
H -0.327 0.988 1.815 -0.07 -0.18 -0.12
H 0.469 -0.537 2.210 -0.12 -0.02 -0.07
H -2.409 1.590 0.787 0.06 -0.20 0.10
H -1.530 1.513 -0.748 -0.09 -0.25 0.05
H -3.288 1.252 -0.703 -0.03 -0.30 0.06
H -3.574 -0.955 -1.426 0.10 0.11 0.18
H -1.965 -0.720 -2.092 0.09 0.10 0.13
H -2.362 -2.187 -1.135 0.08 0.05 0.17
H -0.260 -1.787 -1.069 -0.08 0.16 0.06
H 3.184 2.766 -0.496 0.04 -0.13 0.03
H -2.791 -0.688 0.739 0.25 -0.03 -0.01
```
Forces are in eV/Å.

## Properties
Energy above the lowest of the compared OMol25 structures with the same formula, charge and spin in kJ/mol: 101.4
Charge: +2
Kohn-Sham gap (spin up / spin down) in eV: 7.8580 / 6.3122
Strongest force on any atom in eV/A: 1.8

[2]
Entry from the OMol25 dataset: the ion C8H13N5O2 with charge +2 (ωB97M-V with the def2-TZVPD basis set).

Structure (XYZ):
```
28
Properties=species:S:1:pos:R:3:forces:R:3
C -4.923 -0.153 0.010 -1.57 2.55 0.53
O -3.724 0.664 0.043 -0.41 1.16 0.41
C -2.547 0.143 -0.003 0.78 0.15 -0.49
C -1.407 1.007 -0.124 0.61 -3.16 -0.62
C -0.170 0.463 -0.499 -1.23 -1.66 1.05
C 1.115 1.184 -0.465 0.25 0.87 0.30
N 1.312 2.468 -0.220 -1.72 0.36 -0.03
N 2.353 0.530 -0.742 1.46 -2.74 1.10
C 3.004 -0.513 0.079 -1.81 3.41 -2.01
N 4.109 -1.096 -0.351 0.20 -1.08 0.91
N 2.486 -0.687 1.315 2.61 -0.85 1.43
O 1.625 0.234 1.824 -1.90 0.58 0.19
C -0.208 -0.976 -0.598 2.26 0.22 -0.28
C -1.309 -1.731 -0.200 1.41 -0.56 -2.24
N -2.454 -1.172 -0.011 -1.50 0.61 1.00
H -5.210 -0.180 -1.029 -0.42 0.21 -0.32
H -5.693 0.480 0.646 1.57 -1.81 -1.31
H -4.741 -1.156 0.275 0.12 -0.89 1.02
H -1.518 1.994 -0.023 -0.73 3.72 0.55
H 0.479 3.133 -0.106 1.64 -1.26 -0.22
H 2.265 2.873 -0.067 -1.18 -0.64 -0.33
H 2.694 0.692 -1.700 0.02 -0.28 0.68
H 4.469 -1.104 -1.311 -0.57 0.39 0.41
H 4.611 -1.783 0.260 -0.77 0.90 -0.61
H 3.190 -0.745 2.091 -0.23 -0.99 -1.28
H 0.918 -0.273 2.314 0.78 0.46 -0.75
H 0.657 -1.480 -1.047 -0.34 0.01 0.44
H -1.385 -2.814 -0.362 0.69 0.31 0.46
```
Forces are in eV/Å.

## Properties
Energy above the lowest of the compared OMol25 structures with the same formula, charge and spin in kJ/mol: 214.5
Charge: +2
Kohn-Sham gap in eV: 6.3658
Strongest force on any atom in eV/A: 4.4

[3]
Entry from the OMol25 dataset: a structure of composition C8H13NO (ωB97M-V with the def2-TZVPD basis set).

Structure (XYZ):
```
23
Properties=species:S:1:pos:R:3:forces:R:3
C 1.826 1.031 -1.220 -0.63 0.57 -1.00
C 0.003 -2.737 0.489 -0.51 -0.38 0.01
C -0.492 -1.604 -0.363 1.14 0.94 -1.17
C -0.115 -1.450 -1.640 -0.09 -0.26 0.64
O 1.093 0.596 -0.107 -1.96 1.40 0.89
H 1.230 1.622 -1.934 -0.20 0.19 0.30
H 2.175 0.224 -1.882 -0.07 -0.41 0.61
H 2.702 1.655 -0.994 -0.15 -0.12 0.44
H -0.846 -3.238 0.969 0.20 0.08 0.14
H 0.531 -3.488 -0.104 -0.02 0.20 -0.07
H 0.687 -2.363 1.254 -0.13 0.02 0.01
H 0.474 -2.220 -2.126 -0.12 -0.02 0.00
H -0.252 -0.527 -2.188 -0.33 -0.12 0.01
C -0.073 1.948 1.734 0.28 -1.50 0.70
C -0.395 1.480 0.346 2.52 3.56 -1.83
N -1.077 2.244 -0.420 0.82 -2.90 0.76
C -1.245 -0.563 0.347 -2.27 -2.64 0.74
C -2.263 -0.472 1.045 1.86 0.94 -0.08
H -1.208 1.838 -1.346 0.25 0.40 -0.32
H 0.454 2.903 1.727 -0.13 -0.09 -0.36
H -0.961 2.027 2.367 -0.03 0.06 -0.28
H 0.594 1.205 2.178 -0.06 0.16 0.16
H -2.842 -0.109 1.868 -0.35 -0.08 -0.29
```
Forces are in eV/Å.

## Properties
Energy above the lowest of the compared OMol25 structures with the same formula, charge and spin in kJ/mol: 622.9
Charge: 0
Kohn-Sham gap (spin up / spin down) in eV: 8.5474 / 8.5467
Strongest force on any atom in eV/A: 4.7

[4]
Entry from the OMol25 dataset: a structure of composition C8H13NO (ωB97M-V with the def2-TZVPD basis set).

Structure (XYZ):
```
23
Properties=species:S:1:pos:R:3:forces:R:3
C -1.670 0.202 0.032 -0.06 0.05 -0.06
C -0.181 0.174 0.319 0.09 0.22 -0.05
C 0.213 -0.836 1.384 -1.34 0.83 -0.03
C -0.173 -2.264 1.071 3.85 -2.88 2.59
N 0.366 -2.933 0.054 -1.01 -0.46 0.21
C 0.880 0.391 -0.738 0.18 -0.31 -0.02
C 0.447 1.404 -1.797 -0.04 -0.03 -0.25
C 0.219 2.457 -0.677 -0.09 0.27 0.04
C 0.656 1.425 0.364 0.09 0.04 0.28
H -1.950 0.977 -0.690 0.10 -0.16 0.18
H -2.015 -0.757 -0.381 0.07 0.14 0.14
H -2.226 0.395 0.962 0.11 -0.08 -0.24
H 1.304 -0.824 1.540 -0.40 -0.29 -0.13
H -0.255 -0.589 2.348 0.09 0.04 -0.27
H 1.721 -0.299 -0.844 -0.28 0.17 0.05
H 1.273 1.682 -2.463 -0.23 -0.05 0.16
H -0.421 1.127 -2.413 0.23 0.07 0.16
H 0.924 3.293 -0.749 -0.18 -0.21 0.00
H -0.796 2.866 -0.568 0.28 -0.11 -0.02
H 1.288 1.642 1.228 -0.19 -0.09 -0.25
O -0.246 -3.114 2.027 -1.37 1.35 0.41
H 0.308 -2.451 -0.836 0.44 -0.88 -0.57
H 0.335 -3.966 0.825 -0.36 2.35 -2.33
```
Forces are in eV/Å.

## Properties
Energy above the lowest of the compared OMol25 structures with the same formula, charge and spin in kJ/mol: 337.1
Charge: 0
Kohn-Sham gap in eV: 10.3126
Strongest force on any atom in eV/A: 5.5

[5]
Entry from the OMol25 dataset: a structure of composition C8H13NO3S2 (ωB97M-V with the def2-TZVPD basis set).

Structure (XYZ):
```
27
Properties=species:S:1:pos:R:3:forces:R:3
C -0.578 -0.933 -1.644 -0.04 0.12 -1.27
C 0.258 -1.351 -0.692 0.29 0.02 0.21
C -0.957 -0.663 1.202 -1.05 1.52 0.40
C 1.406 0.487 -3.003 -0.17 -0.50 -0.11
C 1.196 1.937 -3.420 -0.64 0.00 0.37
C 1.106 -0.257 3.575 -0.12 -0.24 0.01
C -1.141 -0.982 2.669 0.14 -0.19 -0.04
C 0.135 -1.418 3.394 0.02 0.13 -0.06
N -1.299 1.566 -3.073 -0.90 0.48 -1.36
O -1.499 0.261 0.633 0.21 -0.52 0.35
O -2.339 1.264 -2.274 -0.46 0.08 0.69
O -0.118 -1.514 0.603 0.54 -0.65 -0.21
S -0.118 -0.482 -3.262 0.65 -0.76 0.47
S -0.181 2.624 -2.456 0.82 0.52 0.75
H -1.670 -0.972 -1.607 0.10 -0.35 0.23
H 2.174 0.026 -3.621 0.14 -0.01 0.02
H 1.663 0.397 -1.947 0.07 -0.01 -0.12
H 2.074 2.544 -3.208 -0.01 0.05 -0.03
H 0.940 2.000 -4.476 0.06 0.09 -0.06
H 0.659 0.517 4.194 -0.01 0.16 0.04
H 2.024 -0.588 4.054 0.07 0.02 0.01
H 1.362 0.175 2.610 0.10 0.13 -0.11
H -1.569 -0.101 3.149 -0.07 -0.04 -0.12
H -1.881 -1.787 2.714 -0.05 0.04 -0.01
H -0.148 -1.814 4.370 0.02 -0.07 -0.02
H 0.623 -2.216 2.833 -0.09 -0.06 0.08
H -2.122 1.280 -1.317 0.37 0.06 -0.12
```
Forces are in eV/Å.

## Properties
Energy above the lowest of the compared OMol25 structures with the same formula, charge and spin in kJ/mol: 520.5
Charge: 0
Kohn-Sham gap (spin up / spin down) in eV: 5.4073 / 8.2562
Strongest force on any atom in eV/A: 1.9

[6]
Entry from the OMol25 dataset: a cluster of 2 separate species, C8H13NP in total (ωB97M-V with the def2-TZVPD basis set).

Structure (XYZ):
```
23
Properties=species:S:1:pos:R:3:forces:R:3
C 4.186 -0.442 -1.132 0.69 0.59 -3.54
C 3.035 0.260 -0.872 0.38 -0.11 -1.41
C 4.728 -1.339 -0.254 -1.47 0.96 0.39
C 2.166 0.022 0.174 -2.45 -0.25 2.50
C 3.947 -1.666 0.822 -2.82 -0.34 3.25
C 2.853 -0.785 0.977 2.42 -1.49 -1.79
C -1.485 -1.559 -0.249 -0.62 -0.42 -0.82
C -3.291 0.086 1.244 -2.48 0.95 -0.44
N -2.254 1.095 -0.980 2.39 1.51 -0.30
P -1.640 0.223 0.390 -1.28 -0.60 -0.43
H 4.543 -0.430 -2.236 -0.12 0.46 2.25
H 2.599 0.918 -1.588 0.05 0.53 -0.58
H 5.646 -1.794 -0.318 1.87 -1.26 -0.70
H 1.106 0.448 0.224 1.28 -0.46 0.22
H 4.111 -2.582 1.457 -0.02 1.37 -0.49
H -2.114 -1.664 -1.230 1.63 0.27 1.49
H -1.969 -2.297 0.424 0.25 0.60 0.02
H -0.398 -1.897 -0.312 -1.40 0.53 -0.46
H -4.016 -0.625 0.703 1.32 0.76 0.62
H -3.848 1.108 1.137 1.25 -1.57 0.22
H -3.385 -0.136 2.321 0.64 -0.13 -0.49
H -3.209 1.421 -0.990 -0.15 -0.24 0.17
H -1.624 1.929 -1.201 -1.36 -1.66 0.33
```
Forces are in eV/Å.

## Properties
Energy above the lowest of the compared OMol25 structures with the same formula, charge and spin in kJ/mol: 356.5
Charge: +1
Kohn-Sham gap (spin up / spin down) in eV: 4.4866 / 4.4880
Strongest force on any atom in eV/A: 4.3